The following is a DFT calculation (ωB97M-V with the def2-TZVPD basis set) of the ion C5H9N2S with charge +1 at a distorted geometry.

M (g/mol): 129.21
2S+1: 3
Energy relative to the best compared isomer or geometry (same formula, charge and spin) (kcal per mole): 110.4
Frontier orbital gap (alpha / beta) (eV): 7.21 / 6.19
⟨S²⟩: 2.02
E_HOMO (alpha / beta) (eV): -10.964 / -12.432
Charge: +1

Each line ends with the Mulliken spin population.
Geometry (Å):
1 S -0.6948 0.2644 0.3375  0.028
2 N 1.5776 -1.1557 -0.1375  0.190
3 N 2.1193 1.0609 0.2823  -0.032
4 C 2.4119 -0.1308 -0.1209  0.427
5 C 0.2458 -1.1677 0.0909  0.731
6 C 1.0196 1.4336 0.6003  0.597
7 C -2.0239 -0.2021 1.1294  -0.032
8 C -1.3702 0.5231 -1.2898  0.036
9 H -0.0625 -2.1376 0.2608  0.030
10 H -1.5486 1.5168 -1.3803  0.016
11 H -2.8766 0.3419 0.9636  0.002
12 H 3.4293 -0.3446 -0.3778  0.021
13 H 1.9566 -2.0928 -0.3309  -0.021
14 H -1.8718 -0.6156 2.2019  -0.003
15 H -2.3312 0.0299 -1.2264  -0.001
16 H 0.5865 2.3749 1.0762  0.016
17 H -0.5670 0.3015 -2.0792  -0.004

Cartesian forces (eV/Å) of the 2 atoms listed first:
1.743 -1.289 -0.597
0.364 -2.595 -0.778